{"formula": "C3HO2Sm", "method": "ωB97M-V/def2-TZVPD", "species": ["C", "H", "C", "O", "C", "Sm", "O"], "positions_angstrom": [[1.966, 2.488, 0.618], [2.576, 3.343, 0.376], [1.251, 1.538, 0.842], [-0.698, -0.780, 1.138], [-1.158, -1.443, 0.316], [-2.445, -3.233, -2.586], [-1.493, -1.914, -0.704]], "atomic_forces_ev_per_a": [[3.53, 4.81, -1.22], [-0.11, -0.22, 0.18], [-3.43, -4.61, 0.94], [-1.27, -1.86, -0.71], [2.39, 3.49, 2.21], [0.21, 0.29, 0.36], [-1.32, -1.91, -1.76]], "e_lumo_ev": [-10.37, -10.15], "multiplicity": 8, "charge": 2, "de_lowest_kcal_mol": 0.00}

{"formula": "C7H21BrOP2Sn", "method": "ωB97M-V/def2-TZVPD", "species": ["Sn", "H", "H", "P", "P", "C", "H", "H", "H", "C", "H", "H", "H", "C", "H", "H", "H", "C", "H", "H", "H", "C", "H", "H", "H", "C", "H", "H", "H", "C", "O", "H", "Br"], "positions_angstrom": [[0.770, 0.001, -0.100], [-2.396, -0.413, 1.698], [-2.393, 0.338, 1.711], [-0.128, -2.510, -0.194], [-0.133, 2.513, -0.170], [1.404, 3.417, 0.283], [1.318, 4.491, 0.053], [1.598, 3.286, 1.358], [2.257, 2.999, -0.271], [-0.436, 2.956, -1.931], [-1.399, 2.529, -2.251], [-0.466, 4.044, -2.092], [0.347, 2.522, -2.569], [-1.460, 3.338, 0.774], [-1.281, 3.212, 1.851], [-1.534, 4.415, 0.550], [-2.420, 2.860, 0.535], [-0.257, -2.955, -1.975], [-0.313, -4.043, -2.133], [-1.161, -2.492, -2.402], [0.608, -2.558, -2.526], [1.333, -3.441, 0.424], [1.407, -3.313, 1.514], [1.254, -4.513, 0.184], [2.250, -3.038, -0.030], [-1.567, -3.307, 0.602], [-2.485, -2.806, 0.266], [-1.642, -4.381, 0.364], [-1.501, -3.190, 1.693], [2.396, 0.000, 1.629], [3.594, 0.012, 1.631], [1.060, 0.029, -1.842], [1.376, -0.002, 3.365]], "atomic_forces_ev_per_a": [[-1.57, 0.04, 1.78], [-0.02, 0.33, 0.01], [-0.01, -0.33, 0.01], [-0.04, -1.58, -0.72], [-0.01, 1.55, -0.72], [-0.15, 0.35, -0.08], [0.12, -0.25, 0.11], [-0.07, 0.01, -0.30], [-0.25, 0.11, 0.14], [-0.14, 0.57, -0.11], [0.30, 0.11, 0.15], [-0.04, -0.20, -0.03], [-0.19, 0.10, 0.32], [-0.17, 0.29, 0.07], [0.01, -0.01, -0.29], [0.04, -0.31, 0.05], [0.24, 0.13, 0.04], [-0.12, -0.58, -0.10], [-0.02, 0.19, -0.05], [0.28, -0.11, 0.19], [-0.23, -0.09, 0.28], [-0.15, -0.35, -0.10], [-0.03, -0.01, -0.31], [0.11, 0.25, 0.13], [-0.27, -0.10, 0.11], [-0.19, -0.29, 0.07], [0.24, -0.13, 0.06], [0.05, 0.30, 0.06], [0.05, 0.01, -0.30], [4.26, 0.03, -1.40], [-1.95, -0.02, 0.42], [0.69, 0.02, -0.60], [-0.75, 0.00, 1.12]], "e_lumo_ev": 0.36, "charge": 0}